1.
This record from the OMol25 dataset describes C20H27N2O3PPbS as an isolated structure in a non-equilibrium geometry. The level of theory is ωB97M-V with the def2-TZVPD basis set.

As for the largest force on an atom: 0.0379 hartree/bohr. The calculation puts the LUMO energy at -0.38 eV. The calculation puts the electronic energy at -55670.23789 eV. Its relative energy (zero: lowest compared OMol25 entry of this formula, charge and spin) is 0.0000 eV. As for the frontier orbital gap: 7.29 eV.

Element x y z (Å)
C: 4.404 0.200 3.261
C: 4.188 -2.036 5.027
H: -1.795 -4.047 -1.652
H: -3.168 -3.244 -0.845
H: -3.010 -3.156 -2.632
C: 3.232 -1.760 4.061
S: 1.799 -2.735 3.726
H: 1.692 1.661 0.082
Pb: 1.065 -1.442 -0.370
O: 0.938 -2.643 4.873
H: 6.281 0.559 4.239
H: -0.364 2.982 1.914
H: 4.055 -2.890 5.691
H: -2.481 2.737 -1.033
P: -1.495 -1.656 -1.494
H: -2.019 2.575 1.323
H: 4.448 1.013 2.535
C: -1.168 3.269 1.222
C: 3.285 -0.645 3.246
C: 0.102 0.635 -4.396
H: 1.108 3.960 0.549
O: 2.133 0.014 1.196
C: 5.297 -1.181 5.072
C: 1.371 2.309 -3.237
H: -2.112 4.475 -1.071
H: -3.457 -0.478 -2.270
C: 1.187 1.617 -2.020
H: 1.981 3.216 -3.231
H: -1.694 -2.484 1.470
H: -1.536 4.273 1.509
O: 2.152 -4.030 3.204
H: 0.765 4.298 -1.185
H: -2.261 0.660 -1.584
C: 0.710 3.537 -0.387
N: 1.347 -1.711 2.447
H: -0.380 0.257 -5.299
C: -2.464 -3.176 -1.682
H: -0.208 -2.244 -3.475
H: 0.911 2.403 -5.336
C: -1.663 3.465 -1.154
C: 5.402 -0.081 4.197
H: -1.210 3.360 -2.152
C: 1.625 2.340 -0.777
H: -1.682 -1.313 -3.869
H: 6.091 -1.396 5.784
C: -0.004 -0.092 -3.198
N: -0.677 3.244 -0.133
H: 2.628 2.773 -0.940
C: -2.734 -0.321 -1.455
H: -3.247 -0.332 -0.484
C: -0.816 -1.367 -3.190
H: -1.068 -2.131 1.570
C: 2.201 -0.705 2.265
C: 0.801 1.838 -4.413
C: 0.617 0.342 -2.021

2.
This record from the OMol25 dataset describes C25H42CrF5N5S as an isolated structure in a non-equilibrium geometry. The level of theory is ωB97M-V with the def2-TZVPD basis set.

As for the spin multiplicity: 4. The total charge is +1. As for the largest force on an atom: 0.0223 hartree/bohr. The calculation puts the LUMO energy (spin up / spin down) at -3.20 / -2.38 eV. Its expectation value of S² is 3.86. The calculation puts the electronic energy at -86896.90435 eV. Its relative energy (zero: lowest compared OMol25 entry of this formula, charge and spin) is 0.2100 eV. As for the frontier orbital gap (spin up / spin down): 7.97 / 8.97 eV.

Element x y z (Å)
H: -2.790 1.009 -2.510
C: 0.332 0.106 3.178
H: 1.747 -3.320 -1.622
C: 2.765 -3.289 -1.254
H: -3.532 -2.678 -0.491
C: 1.105 -0.715 -3.347
H: -3.893 -0.826 0.549
C: -0.202 2.876 -1.056
N: -0.475 -5.395 -0.177
H: -0.382 0.645 5.158
H: 1.838 3.297 -0.343
N: -2.051 -3.911 -0.812
H: -3.265 2.933 0.780
H: -0.509 3.688 -3.026
C: 4.427 -1.583 -0.315
C: -1.399 0.050 1.191
H: 1.754 2.003 -1.569
N: 2.260 -0.994 -0.310
C: -0.893 -4.128 -0.173
H: -1.917 2.829 -2.424
H: -4.711 2.582 -0.178
H: -3.512 -0.467 -1.880
H: 5.231 1.656 0.260
C: -3.503 0.622 -1.788
C: 0.476 -1.379 3.502
F: 0.533 -0.373 -4.499
H: 1.263 1.942 1.088
C: -1.727 0.906 0.100
H: -1.675 0.185 4.037
H: -2.691 -2.394 -1.881
C: -0.550 1.686 -0.156
H: -4.015 0.581 1.623
C: 0.052 -1.156 -2.279
H: -1.673 4.367 -0.354
C: 0.389 1.346 0.876
H: 1.544 3.691 -2.025
S: 0.035 -2.989 0.690
H: -4.500 0.982 -2.063
C: 3.115 -1.980 -0.621
H: -0.453 -1.926 3.315
H: -0.113 5.027 -0.844
H: 0.381 -5.615 0.300
C: 4.348 -0.299 0.170
Cr: 0.175 -0.641 -0.257
H: -0.984 -6.137 -0.626
C: -3.191 1.059 -0.348
H: 3.439 -3.465 -2.093
C: 5.394 0.652 0.656
N: -2.617 -2.657 -0.912
F: 1.802 0.361 -2.930
H: 6.378 0.314 0.340
H: -2.448 -4.659 -1.351
C: -0.139 0.394 1.752
H: -5.138 0.391 0.273
C: 1.327 2.954 -1.250
C: -0.721 0.716 4.119
C: -3.619 2.528 -0.173
H: 2.905 -4.097 -0.532
C: -0.829 2.816 -2.451
F: 1.978 -1.698 -3.591
H: -0.508 1.920 -2.990
N: 3.049 0.015 0.154
H: 5.323 -2.170 -0.466
C: -4.102 0.247 0.585
C: 1.677 0.788 3.436
H: -0.894 1.771 3.882
H: -2.085 -0.623 1.678
F: -1.132 -0.526 -2.703
H: 0.732 -1.500 4.560
H: 1.273 -1.838 2.909
F: -0.168 -2.493 -2.563
C: -0.600 4.186 -0.342
H: -3.259 3.161 -0.981
H: 1.983 0.610 4.471
H: 5.389 0.709 1.746
H: 1.615 1.873 3.292
H: 2.458 0.383 2.785
H: -0.266 4.176 0.701
H: 2.636 0.893 0.395

3.
This record from the OMol25 dataset describes one molecule with the formula C4H8O2 in a non-equilibrium geometry. The level of theory is ωB97M-V with the def2-TZVPD basis set.

As for the SMILES: C[C@H](C=O)CO. As for the largest force on an atom: 0.0250 hartree/bohr. The calculation puts the LUMO energy at 0.73 eV. The calculation puts the electronic energy at -8371.37987 eV. Its relative energy (zero: lowest compared OMol25 entry of this formula, charge and spin) is 1.9019 eV. As for the frontier orbital gap: 10.62 eV.

Element x y z (Å)
C: -0.791 -0.753 0.609
H: -1.600 -0.412 1.235
H: -1.186 -1.306 -0.257
H: 1.184 -0.087 -1.586
C: -1.091 1.082 -0.975
H: -0.943 0.683 -2.007
O: 1.612 -1.088 0.101
H: -0.261 -1.543 1.181
C: 1.262 0.136 -0.516
H: 2.093 0.842 -0.371
O: -2.058 1.746 -0.702
H: 1.736 -0.873 1.040
H: 0.029 1.413 0.788
C: -0.084 0.590 0.054

4.
This record from the OMol25 dataset describes a 6-piece molecular cluster, C13H33BClN2O7 overall in a non-equilibrium geometry. The level of theory is ωB97M-V with the def2-TZVPD basis set.

The total charge is +1. As for the largest force on an atom: 0.0997 hartree/bohr. The calculation puts the LUMO energy at -4.86 eV. The calculation puts the electronic energy at -44514.19554 eV. As for the frontier orbital gap: 7.19 eV.

Element x y z (Å)
O: -2.939 -3.562 -2.485
C: 0.896 1.552 5.083
H: -3.849 -2.002 -0.146
O: -4.211 -1.499 -0.944
C: 3.482 -2.616 0.657
H: -3.150 1.567 -1.826
H: 2.313 -2.690 0.825
H: -4.534 4.183 -0.531
H: 0.615 3.284 1.103
O: -0.886 3.693 2.439
B: -3.633 -0.131 -0.877
N: -0.438 0.369 -1.194
Cl: 1.803 0.344 -3.123
H: -2.997 1.503 0.675
C: -1.109 0.288 0.146
C: -2.731 0.402 0.384
H: 1.071 1.001 6.009
H: -3.473 -2.761 -4.305
O: -4.797 3.398 1.355
C: 6.113 -3.844 -3.538
O: 6.387 -2.696 -2.755
O: -0.170 0.943 4.377
H: -3.042 -4.490 -4.310
H: 3.891 -2.082 1.620
C: -3.553 -3.701 -3.754
H: 7.216 -2.315 -3.086
C: 3.665 -1.675 -0.683
H: 6.003 -3.555 -4.586
H: -3.412 -2.857 -2.014
H: 3.919 -0.005 0.581
C: -5.338 3.981 0.182
H: -0.302 1.453 3.561
C: 2.010 -0.004 -0.134
O: -3.815 0.825 -2.006
C: 0.340 4.054 1.827
H: 5.183 -4.298 -3.189
H: 6.929 -4.563 -3.432
H: -4.603 -3.972 -3.626
H: 0.633 2.586 5.321
H: -1.105 4.393 3.075
H: 1.120 4.130 2.589
H: 0.224 5.011 1.312
H: -6.050 3.284 -0.265
C: 1.054 0.235 -1.408
H: -0.995 0.528 -2.078
N: 3.509 -0.178 -0.368
H: -4.170 4.037 1.729
H: 2.133 -0.199 2.251
H: 2.812 -2.004 -1.434
C: -0.219 0.088 1.513
H: 1.801 1.527 4.470
H: -2.965 -0.266 1.331
H: -0.742 0.057 2.560
H: 3.902 -3.693 0.531
H: 4.676 -1.912 -1.224
C: 1.381 -0.057 1.377
H: -5.853 4.910 0.438

5.
This record from the OMol25 dataset describes a 2-piece molecular cluster, C3HNO2 overall in a non-equilibrium geometry. The level of theory is ωB97M-V with the def2-TZVPD basis set.

As for the spin multiplicity: 3. As for the largest force on an atom: 0.0576 hartree/bohr. The calculation puts the LUMO energy (spin up / spin down) at 0.34 / -1.72 eV. Its expectation value of S² is 2.02. The calculation puts the electronic energy at -8708.20687 eV. Its relative energy (zero: lowest compared OMol25 entry of this formula, charge and spin) is 0.1685 eV. As for the frontier orbital gap (spin up / spin down): 9.68 / 11.22 eV.

Element x y z (Å)
C: -0.052 -1.386 -1.620
C: -0.295 -1.560 2.348
O: -0.296 -2.757 2.091
H: -0.978 -1.920 -1.451
C: 0.340 -0.453 2.751
N: 0.820 -0.656 -1.556
O: 0.518 0.589 3.253

6.
This record from the OMol25 dataset describes a 13-piece molecular cluster, C48H88B4F18N17O4S2 overall in a non-equilibrium geometry. The level of theory is ωB97M-V with the def2-TZVPD basis set.

The total charge is +3. As for the largest force on an atom: 0.0709 hartree/bohr. The calculation puts the LUMO energy at -5.41 eV. The calculation puts the electronic energy at -158021.17524 eV. As for the frontier orbital gap: 9.02 eV.

Element x y z (Å)
C: 1.066 0.556 -1.270
N: -2.397 -6.688 2.751
H: 5.503 -3.217 3.568
H: -1.955 -0.393 6.559
O: -0.624 4.034 -5.844
H: 1.633 -2.603 0.395
C: -0.694 -6.237 1.457
H: -7.633 2.724 1.220
B: -1.651 -2.953 0.941
N: 6.358 1.032 0.313
N: -6.282 4.555 -2.357
H: -2.903 -1.448 -5.710
C: 6.457 -1.346 2.977
F: 3.682 2.058 1.963
N: -0.507 3.258 7.231
C: 0.302 1.878 5.720
H: -1.669 -5.574 4.450
B: 4.292 0.748 -3.367
F: 4.033 1.600 -2.240
N: -0.693 0.510 0.032
H: -6.497 6.640 -1.713
F: 5.689 0.594 -3.433
C: 0.088 -3.305 2.710
C: -3.361 -1.459 -2.512
H: -2.334 1.768 0.406
H: -3.832 -8.197 3.068
H: 1.811 0.523 -2.050
O: -3.354 4.286 -4.611
H: -4.472 -6.584 2.596
H: 4.873 -2.587 2.093
H: -0.877 1.336 -1.963
C: -3.727 -7.123 3.178
F: -4.913 -0.304 0.365
C: -6.497 4.662 -3.794
F: 3.733 1.293 -4.497
H: 4.619 -5.128 -1.250
C: -1.347 2.245 7.119
F: -1.417 -1.987 1.976
H: 6.866 3.059 0.247
H: 5.634 -5.741 -3.481
C: 5.350 -4.721 -3.232
H: -2.692 0.726 5.477
H: -5.176 0.251 -3.916
H: 2.797 -0.493 1.328
C: 4.278 -4.616 -2.154
F: -6.064 0.423 -1.480
C: 5.241 -2.283 3.075
H: -5.402 1.834 0.197
C: 6.468 -0.125 -0.429
C: -0.209 4.023 -0.593
H: 6.278 -4.221 -2.951
H: 4.457 -1.764 3.623
C: -5.963 5.119 -0.270
O: -3.603 1.961 -3.917
H: 0.760 -2.506 3.038
F: -3.166 3.678 -2.329
H: 1.440 -1.426 -5.212
H: -0.781 5.390 3.128
C: 0.547 3.023 6.390
H: 2.392 -2.397 -1.063
C: 4.107 -3.645 -6.453
H: 3.778 -3.644 -7.476
H: 3.406 -5.172 -2.495
F: 0.775 2.504 -4.674
H: 0.020 -6.100 0.666
H: 6.469 -0.111 -1.507
H: 0.641 -4.779 4.164
H: -5.783 5.617 0.665
N: 1.075 3.962 -0.116
F: 1.837 0.922 2.706
H: -3.968 -1.359 -1.625
C: 2.556 -2.179 -0.004
H: -1.263 -1.901 -1.885
N: -0.225 4.150 1.585
C: 1.031 3.969 1.209
H: -6.611 1.918 2.348
C: -2.029 0.734 0.569
C: 2.274 3.772 -0.920
F: 3.675 -0.504 -3.082
S: -2.882 3.188 -3.854
C: -0.451 -2.154 -4.542
N: -0.506 -5.655 2.687
H: 3.629 -0.678 -6.248
H: -0.545 3.874 9.229
B: 2.999 1.609 3.107
H: -6.206 3.700 -4.215
F: 2.672 2.692 3.942
H: -1.571 4.829 8.148
H: 0.163 5.052 8.138
C: -1.027 4.218 0.458
H: -3.888 -6.848 4.217
C: 0.528 -4.689 3.083
C: -0.257 0.843 -1.230
N: 6.482 -0.608 1.718
N: -1.279 3.054 -3.590
H: -0.264 -0.966 4.653
H: 0.013 -2.741 -3.744
N: 4.535 -2.471 -5.871
F: -0.449 -3.103 0.191
H: 6.387 1.429 2.386
O: -1.197 1.671 -5.738
H: 0.287 -0.247 1.769
H: 4.757 -1.228 -7.555
H: -2.081 4.421 0.498
H: 1.354 3.709 6.193
C: 0.463 -1.017 -4.936
H: 6.580 -2.196 0.225
H: 5.396 -2.032 -3.958
H: 0.077 -0.374 -5.721
C: 0.324 0.030 0.736
C: -1.554 -5.958 3.452
H: -2.297 2.144 7.619
H: -5.991 2.497 -2.190
H: -6.645 3.732 2.316
F: 3.791 0.705 3.835
C: 4.586 -1.139 -6.490
H: -7.541 4.824 -4.047
H: -2.336 3.817 4.238
H: -5.947 -1.387 -3.743
C: -6.675 2.814 1.735
H: -2.002 0.552 1.640
H: -1.129 0.246 3.682
C: 6.555 -1.145 0.448
H: 5.342 -0.568 -5.960
C: -1.732 0.263 5.717
C: -0.620 4.307 8.234
H: -5.293 -0.853 -5.257
H: 1.868 3.807 1.872
H: 4.032 -5.662 -5.533
F: -6.274 -1.757 -0.816
C: -6.216 5.624 -1.497
H: -0.366 4.024 -1.660
H: 5.167 2.705 0.140
H: 7.361 -1.951 3.041
N: -0.913 1.400 6.196
H: -1.550 2.419 3.443
C: -2.839 -1.520 -4.638
B: -6.149 -0.450 -0.344
C: -2.040 -1.718 -2.605
N: -1.717 -1.700 -3.947
H: 0.230 4.017 3.594
H: 2.929 4.636 -0.902
F: -2.619 -2.362 0.139
N: 4.890 -4.033 -4.444
C: -1.221 -0.466 4.502
H: 6.418 -0.634 3.794
F: -2.018 -4.156 1.526
C: -1.819 3.473 3.344
H: -0.888 -3.069 3.131
N: -5.906 3.751 -0.397
C: -5.599 2.788 0.675
H: 2.784 2.861 -0.607
S: -0.733 2.850 -5.069
C: 6.433 0.703 1.591
C: -0.623 4.321 2.988
H: 1.474 -4.981 2.632
H: 0.733 -0.362 -4.102
C: 2.647 -0.693 0.270
C: 6.143 2.376 -0.204
H: 4.123 -3.581 -1.868
H: 1.979 3.526 -1.940
H: -2.337 -7.569 0.800
H: -5.823 5.405 -4.206
C: -6.073 3.438 -1.667
F: -7.203 -0.095 0.481
H: -2.577 3.469 2.556
C: 4.289 -4.617 -5.533
C: -5.143 -0.802 -4.178
H: 0.838 1.367 4.941
C: 5.042 -2.740 -4.691
H: -2.769 0.068 0.129
H: -4.621 3.107 1.062
H: 3.448 -2.658 0.396
C: -1.838 -6.945 1.520
N: 1.387 -0.010 -0.063
N: -3.823 -1.278 -3.789
H: -1.926 -1.237 4.198
H: 3.452 -0.213 -0.285
H: 0.040 -3.151 1.632
H: -0.627 -2.847 -5.361
H: 6.267 2.442 -1.277